Record 1
52
Properties=species:S:1:pos:R:3:lowdin_charge:R:1 method="wB97M-V/def2-TZVPD" energy_ev=-50982.202 total_charge=+1
Pt 0.318 -0.260 1.484 0.949
C 2.908 0.543 3.608 -0.077
C 3.044 0.721 2.114 -0.237
N 2.332 -0.318 1.306 -0.323
C 2.767 -1.714 1.723 -0.213
C 4.262 -1.972 1.658 -0.053
C 2.609 -0.071 -0.141 -0.161
C 1.793 -1.047 -0.968 -0.205
N 0.539 -1.264 -0.254 -0.151
C -0.506 -1.923 -0.830 -0.180
C -1.741 -2.058 -0.181 -0.163
F -1.914 -1.477 1.052 -0.027
C -2.832 -2.703 -0.730 -0.232
F -3.958 -2.742 -0.011 0.109
C -2.783 -3.272 -1.983 0.075
C -1.577 -3.158 -2.652 -0.215
F -1.447 -3.686 -3.869 0.116
C -0.481 -2.511 -2.114 -0.139
F 0.639 -2.471 -2.862 0.083
H 3.237 1.459 4.097 0.092
H 3.529 -0.268 3.983 0.078
H 1.873 0.361 3.907 0.046
H 4.092 0.681 1.807 0.125
H 2.644 1.680 1.782 0.115
H 2.224 -2.403 1.083 0.105
H 2.386 -1.853 2.734 0.113
H 4.672 -1.838 0.658 0.081
H 4.428 -3.015 1.930 0.095
H 4.834 -1.365 2.357 0.076
H 3.681 -0.153 -0.316 0.127
H 2.303 0.958 -0.330 0.123
H 2.348 -1.976 -1.121 0.124
H 1.627 -0.607 -1.952 0.128
H -3.630 -3.783 -2.412 0.142
N -0.553 2.958 0.921 0.148
C -1.254 1.902 1.307 -0.834
S -0.954 1.113 2.850 0.601
N -2.243 1.439 0.548 0.073
C -2.703 2.006 -0.686 -0.232
C -2.794 1.186 -1.802 0.002
C -3.266 1.715 -2.993 -0.052
C -3.634 3.051 -3.069 -0.061
C -3.553 3.857 -1.943 -0.058
C -3.097 3.337 -0.740 -0.037
H 0.036 3.419 1.592 0.116
H -0.765 3.428 0.053 0.115
H -2.651 0.566 0.852 0.121
H -2.492 0.146 -1.741 0.107
H -3.341 1.080 -3.866 0.115
H -3.996 3.461 -4.001 0.114
H -3.866 4.891 -1.990 0.114
H -3.095 3.949 0.153 0.124

=====

Record 2
47
Properties=species:S:1:pos:R:3:lowdin_charge:R:1 method="wB97M-V/def2-TZVPD" smiles="COc1ccc(N2CCN(C(=O)Nc3ccccc3C)CC2)cc1" energy_ev=-28641.963
C -7.618 -0.340 -1.090 -0.098
O -6.850 0.655 -0.463 -0.092
C -5.565 0.352 -0.107 -0.286
C -4.848 1.367 0.528 -0.003
C -3.547 1.168 0.926 -0.019
C -2.891 -0.048 0.697 -0.238
N -1.587 -0.222 1.166 -0.108
C -0.603 0.799 0.878 -0.135
C 0.078 0.517 -0.476 -0.118
N 0.713 -0.783 -0.450 -0.049
C 2.034 -1.082 -0.201 -0.485
O 2.379 -2.227 0.017 0.059
N 2.896 -0.017 -0.265 0.156
C 4.290 -0.011 -0.153 -0.178
C 5.031 -1.178 0.000 -0.011
C 6.408 -1.124 0.102 -0.084
C 7.064 0.092 0.053 -0.099
C 6.329 1.255 -0.097 -0.060
C 4.947 1.229 -0.201 -0.218
C 4.186 2.517 -0.359 -0.051
C -0.263 -1.826 -0.184 -0.120
C -0.972 -1.533 1.146 -0.137
C -3.621 -1.056 0.070 -0.024
C -4.936 -0.865 -0.321 -0.023
H -8.593 0.110 -1.272 0.092
H -7.741 -1.219 -0.447 0.094
H -7.179 -0.648 -2.044 0.094
H -5.342 2.308 0.710 0.118
H -3.038 1.965 1.446 0.108
H -1.070 1.782 0.852 0.109
H 0.152 0.785 1.672 0.131
H 0.772 1.319 -0.727 0.110
H -0.694 0.492 -1.255 0.135
H 2.502 0.890 -0.445 0.088
H 4.516 -2.123 0.039 0.097
H 6.967 -2.040 0.220 0.102
H 8.140 0.140 0.131 0.098
H 6.838 2.207 -0.134 0.106
H 4.874 3.358 -0.351 0.077
H 3.643 2.543 -1.306 0.084
H 3.475 2.660 0.456 0.083
H 0.267 -2.778 -0.136 0.121
H -0.981 -1.845 -1.010 0.123
H -1.717 -2.295 1.371 0.119
H -0.220 -1.551 1.944 0.132
H -3.176 -2.018 -0.129 0.099
H -5.452 -1.682 -0.801 0.103

=====

Record 3
51
Properties=species:S:1:pos:R:3:lowdin_charge:R:1 method="wB97M-V/def2-TZVPD" smiles="CCOCCCNC(=O)Cn1cnc2c(cnn2-c2ccc(OC)cc2)c1=O" energy_ev=-35717.007
C 5.679 1.821 -2.050 -0.076
C 5.224 2.089 -0.616 -0.275
O 5.960 1.393 0.370 -0.155
C 5.864 -0.012 0.363 -0.232
C 4.477 -0.548 0.736 -0.154
C 4.520 -2.057 0.975 -0.174
N 3.217 -2.571 1.330 0.072
C 2.461 -3.277 0.478 -0.478
O 2.804 -3.652 -0.622 0.063
C 1.057 -3.588 1.039 -0.035
N 0.198 -2.426 0.904 0.031
C -0.598 -2.295 -0.184 -0.099
N -1.402 -1.320 -0.431 0.150
C -1.421 -0.351 0.515 -0.196
C -0.627 -0.364 1.676 -0.049
C -0.970 0.830 2.344 -0.050
N -1.874 1.488 1.663 0.104
N -2.155 0.784 0.551 -0.015
C -3.103 1.264 -0.363 -0.180
C -3.731 2.476 -0.103 -0.011
C -4.673 2.979 -0.981 -0.015
C -4.999 2.272 -2.135 -0.280
O -5.907 2.670 -3.064 -0.084
C -6.584 3.888 -2.869 -0.089
C -4.361 1.055 -2.388 0.005
C -3.422 0.551 -1.516 -0.006
C 0.278 -1.442 1.915 -0.360
O 1.062 -1.576 2.840 0.055
H 5.201 2.533 -2.716 0.073
H 5.409 0.818 -2.371 0.065
H 6.757 1.936 -2.124 0.080
H 4.150 1.881 -0.520 0.110
H 5.391 3.141 -0.369 0.119
H 6.170 -0.425 -0.607 0.120
H 6.590 -0.332 1.115 0.128
H 3.764 -0.340 -0.064 0.115
H 4.134 -0.042 1.642 0.126
H 4.833 -2.577 0.066 0.125
H 5.223 -2.290 1.780 0.127
H 2.784 -2.214 2.177 0.113
H 1.126 -3.840 2.100 0.135
H 0.631 -4.420 0.478 0.133
H -0.546 -3.092 -0.912 0.145
H -0.595 1.208 3.273 0.118
H -3.473 3.015 0.793 0.104
H -5.144 3.921 -0.753 0.103
H -5.890 4.734 -2.843 0.096
H -7.249 3.996 -3.725 0.093
H -7.178 3.876 -1.950 0.096
H -4.623 0.519 -3.286 0.119
H -2.934 -0.388 -1.718 0.090

=====

Record 4
53
Properties=species:S:1:pos:R:3:lowdin_charge:R:1 method="wB97M-V/def2-TZVPD" s2=3.77 spin_multiplicity=4 energy_ev=-45709.012 total_charge=+2
Re 0.026 1.363 0.126 1.838
C 2.500 -0.831 -1.673 -0.003
C 2.515 -0.760 -0.192 -0.291
C 3.519 -1.359 0.578 0.012
C 3.528 -1.205 1.957 0.009
C 2.532 -0.473 2.593 0.029
C 1.546 0.080 1.789 -0.409
N 1.550 -0.080 0.429 -0.032
N 0.476 0.857 2.058 -0.153
Si -0.034 1.594 3.604 0.522
C 1.342 2.818 4.114 -0.142
C -1.694 2.390 3.127 -0.154
C -0.282 0.190 4.866 -0.146
H 3.231 -0.125 -2.070 0.109
H 1.519 -0.567 -2.064 0.073
H 2.793 -1.818 -2.023 0.103
H 4.298 -1.918 0.082 0.133
H 4.330 -1.635 2.536 0.134
H 2.531 -0.311 3.656 0.113
H 1.771 3.344 3.264 0.025
H 2.152 2.324 4.644 0.034
H 0.921 3.557 4.790 0.039
H -1.648 2.926 2.180 0.004
H -2.011 3.094 3.889 0.045
H -2.481 1.646 3.038 0.035
H 0.642 -0.296 5.159 0.025
H -0.965 -0.570 4.497 0.035
H -0.717 0.616 5.765 0.045
N -2.756 -1.835 -0.125 0.121
C -3.534 -0.803 -0.552 -0.022
C -2.738 0.302 -0.528 -0.096
N -1.491 -0.052 -0.076 -0.140
C -1.541 -1.362 0.158 -0.118
H -3.051 -2.799 -0.053 0.189
H -4.565 -0.920 -0.816 0.141
H -2.972 1.310 -0.806 0.116
H -0.722 -1.944 0.539 0.145
O 1.163 3.120 0.061 -0.065
C 0.149 3.766 -0.332 -0.543
O -0.920 3.070 -0.476 -0.117
C 0.124 5.214 -0.508 -0.132
C 1.184 5.990 -0.032 0.033
C 1.065 7.365 -0.013 0.045
C -0.110 7.941 -0.478 -0.089
C -1.135 7.187 -1.036 0.045
C -1.015 5.813 -1.052 0.029
N -0.297 9.399 -0.340 -0.357
O -1.427 9.790 -0.456 0.126
O 0.687 10.041 -0.098 0.129
H 2.077 5.506 0.329 0.130
H 1.859 7.990 0.368 0.135
H -2.017 7.668 -1.428 0.135
H -1.797 5.196 -1.469 0.129

=====

Please write out number 1 again, unchanged.
52
Properties=species:S:1:pos:R:3:lowdin_charge:R:1 method="wB97M-V/def2-TZVPD" energy_ev=-50982.202 total_charge=+1
Pt 0.318 -0.260 1.484 0.949
C 2.908 0.543 3.608 -0.077
C 3.044 0.721 2.114 -0.237
N 2.332 -0.318 1.306 -0.323
C 2.767 -1.714 1.723 -0.213
C 4.262 -1.972 1.658 -0.053
C 2.609 -0.071 -0.141 -0.161
C 1.793 -1.047 -0.968 -0.205
N 0.539 -1.264 -0.254 -0.151
C -0.506 -1.923 -0.830 -0.180
C -1.741 -2.058 -0.181 -0.163
F -1.914 -1.477 1.052 -0.027
C -2.832 -2.703 -0.730 -0.232
F -3.958 -2.742 -0.011 0.109
C -2.783 -3.272 -1.983 0.075
C -1.577 -3.158 -2.652 -0.215
F -1.447 -3.686 -3.869 0.116
C -0.481 -2.511 -2.114 -0.139
F 0.639 -2.471 -2.862 0.083
H 3.237 1.459 4.097 0.092
H 3.529 -0.268 3.983 0.078
H 1.873 0.361 3.907 0.046
H 4.092 0.681 1.807 0.125
H 2.644 1.680 1.782 0.115
H 2.224 -2.403 1.083 0.105
H 2.386 -1.853 2.734 0.113
H 4.672 -1.838 0.658 0.081
H 4.428 -3.015 1.930 0.095
H 4.834 -1.365 2.357 0.076
H 3.681 -0.153 -0.316 0.127
H 2.303 0.958 -0.330 0.123
H 2.348 -1.976 -1.121 0.124
H 1.627 -0.607 -1.952 0.128
H -3.630 -3.783 -2.412 0.142
N -0.553 2.958 0.921 0.148
C -1.254 1.902 1.307 -0.834
S -0.954 1.113 2.850 0.601
N -2.243 1.439 0.548 0.073
C -2.703 2.006 -0.686 -0.232
C -2.794 1.186 -1.802 0.002
C -3.266 1.715 -2.993 -0.052
C -3.634 3.051 -3.069 -0.061
C -3.553 3.857 -1.943 -0.058
C -3.097 3.337 -0.740 -0.037
H 0.036 3.419 1.592 0.116
H -0.765 3.428 0.053 0.115
H -2.651 0.566 0.852 0.121
H -2.492 0.146 -1.741 0.107
H -3.341 1.080 -3.866 0.115
H -3.996 3.461 -4.001 0.114
H -3.866 4.891 -1.990 0.114
H -3.095 3.949 0.153 0.124